103
Properties=species:S:1:pos:R:3:lowdin_charge:R:1 method="wB97M-V/def2-TZVPD" mol_weight_g_mol=903.9 lumo_ev=3.672 multiplicity=1 relative_energy_kcal_mol=10.5 total_charge=-2 homo_lumo_gap_ev=5.81 energy_ev=-83204.604 e_homo_ev=-2.14
Cs 1.2064 -1.0620 -0.1126 0.90
C -0.3476 3.3994 -2.4539 -0.05
C -0.2764 2.1286 -1.8478 -0.10
N 0.3091 1.1032 -2.4416 0.10
C 0.8519 1.2702 -3.6641 -0.18
C 0.8400 2.5067 -4.3324 -0.16
C 0.2125 3.5858 -3.6854 -0.03
C 1.4468 2.6385 -5.6251 -0.05
C 2.0277 1.5806 -6.2229 -0.05
C 2.0578 0.2974 -5.5814 -0.16
C 2.6321 -0.8265 -6.2026 -0.03
C 2.6182 -2.0310 -5.5593 -0.05
C 2.0479 -2.0910 -4.2753 -0.11
N 1.5108 -1.0606 -3.6600 0.13
C 1.4895 0.1258 -4.3064 -0.17
H -0.8347 4.2136 -1.9327 0.10
H -0.7045 1.9099 -0.8569 0.07
H 0.1872 4.5536 -4.1758 0.11
H 1.4309 3.6096 -6.1079 0.10
H 2.4869 1.6775 -7.2006 0.10
H 3.0682 -0.7194 -7.1903 0.11
H 2.9943 -2.9429 -6.0034 0.08
H 2.0005 -3.0373 -3.7470 0.07
S 6.0685 0.1192 2.7199 0.89
C 5.1194 -0.7057 3.8782 -0.50
C 3.8915 -1.0405 3.3869 -0.28
C 3.6180 -0.6474 2.0277 -0.23
C 4.7212 -0.0046 1.5418 -0.54
C 4.9279 0.5759 0.2145 -0.31
C 6.1782 1.0754 -0.1982 -0.07
C 6.3239 1.6231 -1.4542 -0.10
C 5.2271 1.6765 -2.3060 -0.09
C 4.0350 1.1587 -1.8286 -0.15
N 3.8754 0.6258 -0.6220 0.06
H 5.5176 -0.8951 4.8664 0.04
H 3.1719 -1.5650 4.0093 0.07
H 7.0248 1.0204 0.4734 0.07
H 7.2882 2.0051 -1.7711 0.09
H 5.2885 2.0969 -3.3012 0.09
H 3.1467 1.1788 -2.4527 0.08
C -1.6289 -5.3209 -0.0535 -0.04
N -2.1287 -4.1064 -0.6677 -0.18
C -2.7018 -4.2132 -1.9871 -0.06
C -1.8146 -2.9057 -0.1357 -0.37
O -1.1277 -2.7432 0.8559 -0.10
H -2.4234 -6.0713 -0.0317 0.08
H -1.3155 -5.0875 0.9604 0.09
H -0.7718 -5.7155 -0.6027 0.07
H -3.5839 -4.8597 -1.9740 0.08
H -1.9709 -4.6235 -2.6890 0.08
H -2.9967 -3.2239 -2.3363 0.09
H -2.2369 -2.0594 -0.7029 0.14
C -4.7581 -1.3796 2.0369 -0.03
C -4.4452 0.1071 1.8883 -0.66
C -4.3732 0.4748 0.4052 -0.04
C -5.5185 0.9517 2.5756 -0.04
O -3.2220 0.3311 2.5608 -0.11
Si -1.9366 1.2892 2.0832 0.00
O -1.2285 0.8652 0.7619 -0.35
O -2.6323 2.8228 2.0158 -0.12
C -2.0026 4.0791 2.1651 -0.66
C -2.8393 5.0745 1.3647 -0.04
C -2.0099 4.4620 3.6462 -0.03
C -0.5657 4.0710 1.6355 -0.03
O -0.9989 1.3833 3.4559 -0.12
C -0.4857 0.3584 4.2975 -0.64
C 0.8877 0.8266 4.7658 -0.03
C -1.4401 0.2102 5.4824 -0.03
C -0.3572 -0.9670 3.5562 -0.04
H -5.7171 -1.6301 1.5748 0.08
H -4.7944 -1.6438 3.0963 0.08
H -3.9673 -1.9691 1.5679 0.07
H -5.3074 0.2033 -0.0951 0.08
H -3.5350 -0.0361 -0.0677 0.07
H -4.2061 1.5478 0.2885 0.08
H -6.4990 0.7987 2.1151 0.08
H -5.2430 2.0050 2.5016 0.08
H -5.5769 0.6831 3.6329 0.08
H -3.8714 5.0597 1.7221 0.08
H -2.8389 4.7918 0.3096 0.08
H -2.4440 6.0895 1.4618 0.08
H -3.0378 4.4775 4.0173 0.08
H -1.5619 5.4479 3.8000 0.08
H -1.4474 3.7161 4.2080 0.07
H -0.5481 3.7490 0.5916 0.06
H 0.0456 3.3763 2.2096 0.08
H -0.1271 5.0699 1.7021 0.08
H 0.8037 1.8131 5.2295 0.08
H 1.5713 0.8901 3.9170 0.08
H 1.3115 0.1294 5.4929 0.08
H -1.5219 1.1613 6.0150 0.08
H -1.0843 -0.5545 6.1782 0.08
H -2.4290 -0.0688 5.1138 0.08
H 0.2589 -0.8307 2.6695 0.03
H -1.3314 -1.3381 3.2358 0.07
H 0.1205 -1.7152 4.1938 0.09
O 0.8677 -4.4599 -2.4054 -0.15
N 1.0553 -5.6772 -2.2163 -0.09
C 1.4964 -6.3904 -3.2665 -0.34
C 1.8223 -5.8030 -4.5241 -0.21
N 2.1155 -5.3367 -5.5384 0.14
C 1.7068 -7.7878 -3.0893 -0.24
N 1.8616 -8.9257 -2.9737 0.09